Molecular formula: C22H35N3O2
Method: DFT, wB97M-V/def2-TZVPD

Results
Highest occupied orbital energy (eV): -7.67
Frontier orbital gap (eV): 8.257
E (Eh): -1174.10320

Geometry as ORCA input:
```
! RIJCOSX wB97M-V def2-TZVPD def2/J DEFGRID3
* xyz 0 1
C 3.02 -4.60 0.95
C 1.90 -4.91 -0.04
C 0.47 -4.60 0.43
C -0.48 -4.94 -0.73
C 0.12 -5.52 1.61
C 0.33 -3.12 0.88
C -1.08 -2.76 1.37
C -1.10 -1.34 1.94
C -0.69 -0.33 0.87
N -0.70 1.02 1.40
C -1.57 1.96 0.96
O -2.38 1.72 0.08
N -1.52 3.19 1.61
C -0.22 3.74 1.94
C 0.57 4.02 0.63
N -0.39 4.01 -0.44
C 0.04 3.86 -1.77
C 1.34 4.17 -2.17
C 1.74 4.01 -3.48
C 0.84 3.56 -4.43
C -0.44 3.22 -4.04
C -0.85 3.33 -2.72
O -2.12 2.96 -2.42
C -1.53 4.86 -0.17
C -2.33 4.21 0.98
C 0.70 -0.68 0.34
C 0.72 -2.11 -0.21
H 3.97 -4.94 0.54
H 2.85 -5.10 1.90
H 3.10 -3.53 1.13
H 1.94 -5.98 -0.27
H 2.10 -4.38 -0.98
H -0.25 -4.34 -1.61
H -0.36 -5.99 -1.00
H -1.52 -4.78 -0.45
H -0.95 -5.55 1.79
H 0.45 -6.54 1.40
H 0.61 -5.19 2.52
H 1.01 -2.98 1.72
H -1.40 -3.45 2.15
H -1.79 -2.81 0.55
H -2.11 -1.10 2.30
H -0.42 -1.27 2.79
H -1.41 -0.34 0.05
H -0.14 1.19 2.22
H -0.40 4.67 2.49
H 0.35 3.08 2.60
H 1.29 3.22 0.45
H 1.10 4.98 0.72
H 2.04 4.56 -1.44
H 2.75 4.27 -3.76
H 1.14 3.45 -5.46
H -1.15 2.83 -4.76
H -2.19 2.63 -1.50
H -2.14 4.97 -1.06
H -1.18 5.87 0.13
H -2.61 4.95 1.74
H -3.24 3.73 0.61
H 0.98 0.02 -0.44
H 1.43 -0.59 1.15
H 0.02 -2.17 -1.04
H 1.72 -2.32 -0.59
*
```